[1]
# C26H22Cl5CoN5O2Si

A structure of composition C26H22Cl5CoN5O2Si (ωB97M-V/def2-TZVPD, OMol25).

The geometry in XYZ format:
```
62
Properties=species:S:1:pos:R:3
Co -0.01098 -0.17806 0.14014
O 6.49690 0.80800 2.87202
N 5.61860 0.79589 3.71418
O 5.80674 0.90915 4.90693
C 4.21240 0.58838 3.26389
C 3.28334 0.66579 4.24005
C 1.89606 0.47716 3.95314
C 0.90182 0.51989 4.94653
C -0.40026 0.29900 4.58303
C -0.69393 0.04952 3.23337
N 0.21991 0.01759 2.28424
C 1.50773 0.22866 2.63888
C 2.50654 0.14997 1.59422
N 2.03224 -0.10598 0.35028
C 2.89262 -0.19676 -0.64432
C 4.26984 -0.05493 -0.45882
C 4.76568 0.20198 0.79187
C 3.87237 0.31746 1.87912
H 3.60236 0.86348 5.25358
H 1.17750 0.71753 5.97416
H -1.20049 0.31746 5.30807
H -1.71459 -0.11071 2.91531
H 2.47246 -0.37242 -1.62733
H 4.93322 -0.13798 -1.30734
H 5.82352 0.31886 0.94351
Cl 0.23534 0.25703 -2.84992
C 0.10166 1.76204 -1.95708
C -0.01732 1.67536 -0.56946
C -0.00430 2.92043 0.05953
Cl -0.05815 3.00712 1.80619
C 0.05579 4.13897 -0.61819
Cl 0.04664 5.63950 0.23529
C 0.12764 4.15496 -2.00774
Cl 0.19048 5.64395 -2.87145
C 0.16533 2.94246 -2.68879
Cl 0.29395 2.93047 -4.40886
C -3.07261 1.52716 0.89780
Si -2.31869 0.01330 0.03904
C -3.13204 -1.50706 0.87262
C -3.14293 0.06111 -1.66839
H -4.15261 1.39551 0.99826
H -2.90075 2.42304 0.29688
H -2.66253 1.73051 1.88752
H -4.19837 -1.34525 1.04750
H -2.67366 -1.77581 1.82772
H -3.03721 -2.38000 0.22215
H -4.22865 0.07924 -1.54178
H -2.89952 -0.80867 -2.28081
H -2.86090 0.95227 -2.23210
N 0.70147 -3.00383 2.03570
C 0.21321 -3.31482 0.80041
C 0.02991 -4.66620 0.45733
C -0.48091 -4.98220 -0.77299
C -0.80678 -3.94900 -1.65334
C -0.60312 -2.65916 -1.23350
N -0.09586 -2.31417 -0.02986
H 1.12036 -3.72834 2.58843
H 0.95818 -2.05560 2.23074
H 0.29004 -5.43161 1.17549
H -0.62991 -6.01708 -1.05087
H -1.21826 -4.13878 -2.63291
H -0.86052 -1.83091 -1.87657
```

Computed properties:
relative energy (zero: lowest compared OMol25 entry of this formula, charge and spin)	8.54	kJ/mol
total charge	0
HOMO (spin up / spin down)	-7.474 / -7.135	eV
multiplicity	2
⟨S²⟩	0.83

---

[2]
# C8H6

An isolated molecule of C8H6 at a distorted geometry (ωB97M-V/def2-TZVPD, OMol25).

The geometry in XYZ format:
```
14
Properties=species:S:1:pos:R:3
C -1.59734 -0.12598 -0.19927
C -3.05671 -0.07120 0.05299
C 2.76134 0.58612 -0.16500
C -0.47083 -0.72949 -0.45902
C 1.94380 -0.47513 0.57050
C -2.14041 1.11725 0.36335
C 1.39101 0.98992 -0.30497
C 0.76331 -0.19189 -0.24457
H -3.66999 -0.59212 0.72002
H -3.76173 0.07037 -0.73849
H 3.27835 1.27166 0.44796
H 3.31251 0.32843 -1.02940
H -0.48650 -1.86749 -0.61561
H 1.73317 -0.31044 1.60151
```

Computed properties:
relative energy (zero: lowest compared OMol25 entry of this formula, charge and spin)	641.77	kJ/mol
total charge	0
HOMO	-8.727	eV

---

[3]
# C31H36NP2PdS2

A structure of composition C31H36NP2PdS2 at a distorted geometry (ωB97M-V/def2-TZVPD, OMol25).

The geometry in XYZ format:
```
73
Properties=species:S:1:pos:R:3
Pd -0.01870 0.52855 -0.21447
C -3.83680 -4.54485 -3.63577
C -3.43200 -3.44525 -4.37987
C -2.65190 -2.46565 -3.79127
C -2.23990 -2.60155 -2.46327
C -2.66200 -3.70015 -1.70737
C -3.42480 -4.68015 -2.31667
P -1.10920 -1.33465 -1.76687
C -1.30400 -1.60625 0.04363
C -0.54820 -2.54605 0.76293
C -1.02950 -3.02125 1.97223
C -2.23570 -2.55575 2.48613
C -2.95460 -1.57615 1.80973
C -2.49070 -1.08865 0.60033
C 0.56740 -1.94045 -2.16857
C 0.83040 -3.26085 -2.51277
C 2.12090 -3.64135 -2.87397
C 3.13330 -2.70355 -2.96747
C 2.88800 -1.34365 -2.69537
C 3.84610 -0.32975 -2.90487
C 3.54530 0.99755 -2.66867
C 2.29120 1.36355 -2.16847
C 1.35880 0.38415 -1.86417
C 1.59450 -0.96495 -2.21927
H -4.48450 -5.28735 -4.07617
H -3.75060 -3.33685 -5.40347
H -2.38210 -1.58485 -4.35717
H -2.36400 -3.82055 -0.67627
H -3.68970 -5.56415 -1.75527
H 0.34930 -2.97045 0.33073
H -0.48310 -3.79125 2.49753
H -2.61780 -2.96265 3.41103
H -3.88170 -1.20895 2.22253
H -3.08450 -0.37975 0.03063
H 0.03780 -3.99515 -2.49747
H 2.32530 -4.67645 -3.10147
H 4.13040 -3.00755 -3.25337
H 4.80950 -0.60145 -3.31167
H 4.27040 1.76795 -2.88347
H 2.06530 2.41635 -2.04227
S -1.49820 2.46645 -0.36697
C -1.03330 4.06445 -0.02107
N -1.52320 4.73755 1.00553
C -1.25220 6.16065 1.09013
C -0.17080 6.48875 0.05703
S 0.02490 5.00745 -1.00347
H -2.23540 4.34225 1.60483
H -0.92380 6.41615 2.10073
H -2.17800 6.71175 0.89263
H 0.79690 6.70125 0.51253
H -0.44940 7.32225 -0.58617
C -0.18020 1.05115 4.78503
C -0.72910 0.78255 3.38793
P 0.56800 0.94325 2.09123
C 1.26680 2.63035 2.36213
C 2.12210 3.06935 1.17843
C 1.90550 -0.24465 2.53193
C 2.74220 -0.60285 1.30563
H -0.97360 0.88955 5.51123
H 0.15360 2.07995 4.88513
H 0.64190 0.38425 5.03043
H -1.53210 1.48885 3.15403
H -1.14880 -0.22475 3.31873
H 1.86080 2.61845 3.28053
H 0.42240 3.31115 2.50983
H 3.06170 2.52255 1.16493
H 2.35980 4.12775 1.24933
H 1.59410 2.88245 0.23543
H 1.43670 -1.14565 2.93923
H 2.53670 0.20105 3.30393
H 2.10020 -1.04905 0.53673
H 3.50680 -1.32785 1.57313
H 3.23910 0.27365 0.88883
```

Computed properties:
relative energy (zero: lowest compared OMol25 entry of this formula, charge and spin)	148.08	kJ/mol
total charge	+3
HOMO (spin up / spin down)	-16.140 / -16.799	eV
multiplicity	5
⟨S²⟩	6.05

---

[4]
# C24H30BCl4F5NO5S2SiW

A structure of composition C24H30BCl4F5NO5S2SiW (ωB97M-V/def2-TZVPD, OMol25).

The geometry in XYZ format:
```
74
Properties=species:S:1:pos:R:3
W -1.08770 0.32939 -2.01237
F -2.89944 3.37262 -4.60397
C -2.69942 4.28233 -3.64198
F -2.40460 5.44724 -4.22812
F -3.85181 4.43471 -2.97600
C -1.58940 3.84390 -2.72063
C -0.43296 4.56104 -2.57848
C 0.59897 4.10608 -1.72655
C 0.45967 2.90733 -1.10444
N -0.69565 2.19142 -1.22859
C -1.74242 2.67902 -1.94056
S -3.07102 1.53516 -1.89433
H -0.31022 5.48545 -3.12665
H 1.50346 4.68209 -1.60095
H 1.21836 2.45463 -0.48334
Cl 0.90835 -1.66219 -8.20536
C 0.36647 -1.76175 -6.58547
C 0.21103 -3.00864 -5.96940
Cl 0.55389 -4.44208 -6.83950
C -0.23164 -3.10303 -4.64660
Cl -0.48311 -4.60758 -3.87282
C -0.49484 -1.93205 -3.96260
O -0.97976 -1.86838 -2.66652
C -0.35525 -0.70662 -4.58193
O -0.68193 0.38338 -3.80931
C 0.07269 -0.58707 -5.88929
Cl 0.22227 0.96427 -6.58746
F 0.83764 -0.81636 -1.69688
B -0.04444 -1.97707 -1.49724
F 0.59623 -3.11222 -1.27435
C 3.23454 -0.86694 2.58832
C 2.81892 -0.77822 1.12837
C 3.03319 0.62484 0.58399
C 3.54031 -1.80885 0.27877
O 1.41397 -1.12909 1.05585
Si -0.02354 -0.59120 1.49459
S -1.33946 -1.29449 -0.17426
O -0.14255 1.01389 1.56463
C -0.82559 1.87057 2.53991
C -2.30620 1.52172 2.53461
C -0.19330 1.67253 3.90703
C -0.60773 3.29505 2.05813
O -0.70043 -1.29393 2.76110
C -0.85912 -2.65365 3.26637
C -0.00011 -3.62415 2.47251
C -2.33511 -2.99217 3.13987
C -0.42484 -2.60473 4.72088
H 4.30075 -0.66806 2.69924
H 3.02910 -1.86290 2.98071
H 2.68782 -0.13402 3.18730
H 4.09395 0.87405 0.62731
H 2.48359 1.35020 1.18500
H 2.70983 0.67621 -0.45812
H 4.61441 -1.62276 0.29121
H 3.18980 -1.76506 -0.75234
H 3.35673 -2.81198 0.66288
H -2.46937 0.50480 2.89274
H -2.71055 1.61403 1.52411
H -2.85551 2.20349 3.18458
H -0.31479 0.64761 4.25255
H -0.66779 2.33550 4.63124
H 0.86990 1.91933 3.87253
H -1.11620 3.46620 1.10964
H 0.45693 3.50174 1.93836
H -1.01033 3.99841 2.78707
H -0.28390 -3.64211 1.41719
H -0.13132 -4.63098 2.86859
H 1.05525 -3.36215 2.54271
H -2.64352 -3.00774 2.09349
H -2.93921 -2.25890 3.67420
H -2.53088 -3.97657 3.56580
H 0.62552 -2.32013 4.79562
H -0.55098 -3.58299 5.18473
H -1.02565 -1.88140 5.27267
```

Computed properties:
relative energy (zero: lowest compared OMol25 entry of this formula, charge and spin)	5.07	kJ/mol
total charge	+1
HOMO (spin up / spin down)	-11.512 / -11.495	eV

---

[5]
# C5H10N2

An isolated molecule of C5H10N2 (ωB97M-V/def2-TZVPD, OMol25).

The geometry in XYZ format:
```
17
Properties=species:S:1:pos:R:3
C 1.35146 -1.58622 0.04436
C 0.14620 -1.33678 -0.83535
N -1.16700 -1.11248 -0.21967
C -0.51765 -0.00725 -0.91250
C -0.04061 1.26068 -0.25912
C -0.95176 1.98798 0.65377
N 0.32838 1.47647 1.13696
H 1.20770 -2.49240 0.64582
H 1.53979 -0.74791 0.72098
H 2.25652 -1.73133 -0.55449
H 0.09130 -1.98494 -1.71174
H -1.07056 -1.03232 0.79145
H -1.02830 0.26966 -1.83643
H 0.56443 1.85083 -0.94763
H -1.04959 3.06831 0.60020
H -1.85430 1.45792 0.95679
H 0.19399 0.65979 1.72657
```

Computed properties:
relative energy (zero: lowest compared OMol25 entry of this formula, charge and spin)	208.30	kJ/mol
total charge	0
structure (SMILES)	C[C@H]1N[C@H]1[C@H]1CN1
HOMO	-9.210	eV

---

[6]
# C12H30Br2N2O6

A cluster of 5 separate species, C12H30Br2N2O6 in total at a distorted geometry (ωB97M-V/def2-TZVPD, OMol25).

The geometry in XYZ format:
```
52
Properties=species:S:1:pos:R:3
C -4.60083 5.75508 -1.76821
N -5.17104 4.74674 -2.69532
O -4.52812 4.46943 -3.67456
O -6.24736 4.29299 -2.42829
H -3.91718 6.40468 -2.30254
H -4.05365 5.22316 -0.99361
H -5.44822 6.29679 -1.36288
C -2.84914 6.81570 -11.36550
N -2.61696 5.55400 -12.09990
O -1.54133 5.01052 -11.93250
O -3.47730 5.13604 -12.84598
H -2.77051 6.54547 -10.31500
H -3.86981 7.13678 -11.53530
H -2.08278 7.50818 -11.69222
Br -5.18635 5.67224 -8.89734
C -4.78730 7.00555 -7.49411
C -3.99477 6.35395 -6.37612
Br -3.39595 7.71081 -5.13115
H -5.73937 7.38847 -7.13775
H -4.24952 7.83890 -7.94197
H -3.16230 5.74632 -6.72719
H -4.65217 5.65529 -5.85955
C -1.93191 3.61044 -8.52929
C -0.71005 3.56702 -7.62660
O -0.94659 4.51103 -6.58310
C 0.24788 4.80154 -5.85738
C -0.14455 5.81026 -4.77946
H -2.85521 3.59193 -7.94186
H -1.98499 4.55747 -9.06671
H -1.99396 2.78850 -9.24031
H -0.53005 2.59264 -7.17213
H 0.12622 3.89949 -8.24895
H 0.65951 3.90723 -5.38760
H 0.94495 5.27820 -6.54996
H -1.06233 5.50494 -4.28199
H -0.18276 6.83528 -5.14135
H 0.63659 5.81387 -4.00830
C -3.60703 13.86128 -9.28864
C -4.15559 14.06381 -7.88273
O -5.02767 13.04690 -7.42531
C -4.48678 11.74291 -7.47760
C -5.38995 10.87265 -6.62615
H -3.03662 14.74345 -9.57487
H -3.00653 12.95606 -9.40887
H -4.42594 13.72657 -9.99993
H -3.40002 14.20407 -7.09953
H -4.71715 14.99947 -7.95966
H -4.50086 11.38251 -8.51408
H -3.43491 11.66564 -7.17729
H -5.49379 11.25424 -5.61033
H -4.98527 9.86598 -6.48122
H -6.36782 10.76930 -7.09317
```

Computed properties:
relative energy (zero: lowest compared OMol25 entry of this formula, charge and spin)	20.51	kJ/mol
total charge	0
structure (SMILES)	C[N+](=O)[O-].C[N+](=O)[O-].BrCCBr.CCOCC.CCOCC
HOMO	-9.838	eV

---

[7]
# C13H18BiI2O4SSiTi

A structure of composition C13H18BiI2O4SSiTi at a distorted geometry (ωB97M-V/def2-TZVPD, OMol25).

The geometry in XYZ format:
```
41
Properties=species:S:1:pos:R:3
I -2.05380 -3.73789 0.95939
I 1.22490 -3.93879 0.51242
Ti 1.66995 -1.54262 0.07606
Bi -1.45091 -0.85091 0.96487
S -0.29739 -1.47899 -1.32034
C -3.08522 1.08535 -1.22996
C -2.41588 1.89517 2.52041
C -0.62323 -1.16360 -3.29794
C 0.39598 -1.98695 -4.08700
C -0.46674 0.35015 -3.45955
C -2.09284 -1.59447 -3.44062
C 2.91338 0.32924 1.01746
C 2.32346 -0.11071 -1.59568
O -3.24030 2.59235 2.89939
O -3.85978 1.62980 -1.86462
O 3.83505 0.99352 1.24026
O 2.88856 0.36405 -2.49593
H 0.22556 -1.89685 -5.17689
H 0.34889 -3.06029 -3.83231
H 1.42053 -1.62272 -3.90691
H -0.64919 0.62938 -4.51807
H 0.54279 0.67284 -3.16322
H -1.20468 0.86713 -2.81198
H -2.41364 -1.50855 -4.49248
H -2.73150 -0.91241 -2.84550
H -2.24449 -2.63644 -3.10359
C 1.79679 -0.22396 5.11417
Si 0.41320 -1.50791 4.86623
C 0.94101 -3.09107 5.79301
C -1.20501 -0.91055 5.63335
C 0.22659 -1.24274 3.07340
C 0.76703 -1.08839 1.93462
H 1.87902 -0.03398 6.18874
H 1.50521 0.67963 4.56615
H 2.73686 -0.61073 4.70203
H 1.07256 -2.78809 6.84658
H 0.18265 -3.88835 5.76341
H 1.89807 -3.50444 5.44076
H -1.53508 -0.01881 5.08438
H -1.98278 -1.68493 5.58142
H -0.98006 -0.66074 6.67945
```

Computed properties:
total charge	+4
HOMO (spin up / spin down)	-21.334 / -21.333	eV
multiplicity	2
⟨S²⟩	0.76

---

DFT total energy values (in eV) by entry order: -146980.5551; -8382.5831; -77921.4253; -132834.9924; -8325.1744; -168274.1652; -85782.9644.